Record 1
{"formula": "C40H34N3OP2SSe2Ti", "method": "ωB97M-V with the def2-TZVPD basis set", "elements": ["H", "C", "C", "H", "H", "H", "N", "N", "Ti", "C", "Se", "C", "P", "C", "H", "C", "H", "C", "H", "C", "C", "H", "C", "H", "H", "C", "H", "C", "H", "C", "C", "H", "C", "H", "C", "C", "C", "H", "C", "H", "H", "C", "C", "C", "H", "H", "H", "N", "H", "Se", "H", "P", "C", "H", "C", "C", "H", "C", "S", "H", "C", "H", "H", "C", "H", "C", "H", "C", "C", "C", "H", "O", "C", "H", "C", "H", "C", "C", "H", "C", "C", "C", "H", "C"], "positions_angstrom": [[3.234, -2.426, -3.845], [3.949, -4.416, 0.834], [2.298, -6.106, 1.105], [-0.223, 2.483, 1.650], [-4.338, -1.120, 4.158], [-3.272, 4.187, -4.507], [2.491, -0.628, -1.122], [2.511, 0.091, 2.837], [2.277, -0.608, 0.949], [-1.606, -0.091, 1.574], [4.997, -0.056, 1.745], [-0.418, 2.224, 0.612], [-1.992, 3.074, 0.138], [-0.487, -0.027, -1.223], [1.055, 1.024, 5.715], [-3.582, -0.830, 3.439], [-1.598, -2.473, -3.293], [-4.027, 1.471, 1.017], [4.584, -0.366, -4.308], [-0.729, -0.617, -3.946], [-1.811, 0.642, 2.751], [3.446, 1.654, 6.208], [3.812, 0.360, 3.098], [0.294, -5.403, 1.438], [-2.343, -1.789, 0.463], [-2.472, 4.213, -3.778], [-0.851, -0.836, -5.000], [1.548, 0.322, 3.783], [4.934, -4.002, 0.687], [-2.778, 0.275, 3.675], [-3.413, -1.551, 2.269], [1.932, -2.527, -1.730], [-1.159, -1.530, -2.991], [-3.958, 2.101, 1.897], [4.155, 0.945, 4.337], [1.840, 0.866, 4.989], [-4.967, 0.448, 0.975], [-1.341, -1.990, -0.931], [-2.430, -1.195, 1.355], [-5.822, -1.128, -0.207], [-3.638, 3.216, -2.288], [3.983, -0.433, -3.410], [2.526, -1.663, -1.995], [-5.076, -0.344, -0.161], [0.543, 0.018, 3.525], [0.224, 1.287, -4.268], [4.416, -6.479, 0.779], [2.961, -3.503, 0.979], [2.028, -7.153, 1.150], [2.899, 1.797, -0.049], [5.195, 1.180, 4.519], [-0.199, 0.431, 0.506], [-0.008, 0.858, -2.186], [0.467, 1.782, -1.892], [-0.137, 0.571, -3.538], [-0.257, 4.864, -3.137], [-2.662, 1.079, -2.062], [-1.259, 4.806, -4.098], [0.618, -2.448, 1.389], [-4.052, -2.400, 2.055], [-2.674, 3.656, -2.521], [0.402, 2.687, 0.076], [0.682, 5.357, -3.356], [-4.244, -0.112, -1.250], [4.507, 1.528, -2.702], [-1.027, -1.243, -1.639], [-4.333, -0.718, -2.144], [3.634, -5.742, 0.892], [3.185, 1.200, 5.260], [-0.461, 4.307, -1.883], [-1.102, 5.239, -5.078], [3.317, -2.212, 0.936], [3.950, 0.619, -2.530], [-5.622, 0.281, 1.821], [1.329, -5.145, 1.262], [-1.235, 1.529, 2.959], [-3.167, 1.698, -0.060], [1.675, -3.789, 1.203], [0.332, 4.400, -1.151], [-1.659, 3.656, -1.567], [-3.298, 0.904, -1.200], [3.242, -1.597, -3.153], [-2.908, 0.867, 4.572], [3.162, 0.503, -1.379]], "atomic_forces_ev_per_a": [[0.0, 0.0, 0.0], [-0.2, 0.0, 0.0], [0.0, -0.1, 0.0], [0.1, 0.0, 0.1], [0.0, 0.0, 0.0], [0.0, 0.0, 0.0], [0.2, -0.3, -0.6], [-0.4, 0.4, 0.9], [0.2, -0.3, 0.0], [0.1, -0.4, 0.3], [-0.4, -0.1, -0.1], [0.4, 0.2, -0.1], [-0.3, 0.3, 0.1], [0.2, -0.1, -0.1], [0.0, 0.0, 0.0], [0.1, -0.1, 0.1], [0.0, 0.0, 0.0], [-0.5, 0.1, -0.2], [0.0, 0.0, 0.0], [0.0, 0.0, 0.0], [0.1, -0.2, 0.1], [0.0, 0.0, 0.0], [-0.2, 0.2, 0.3], [0.0, 0.0, 0.0], [0.0, 0.0, 0.0], [0.0, 0.0, 0.0], [0.0, 0.0, 0.0], [0.2, -0.2, -0.5], [0.0, 0.0, 0.0], [0.1, -0.1, 0.0], [0.3, -0.1, 0.2], [0.0, -0.1, 0.1], [0.1, 0.1, 0.0], [-0.1, 0.0, -0.1], [0.1, -0.1, -0.1], [0.2, 0.1, 0.2], [-0.1, 0.4, -0.2], [0.1, 0.0, 0.0], [0.2, -0.1, 0.2], [0.0, 0.0, 0.0], [0.1, 0.1, 0.0], [0.0, -0.1, -0.1], [-0.1, 0.2, 0.3], [0.0, 0.2, -0.2], [0.0, 0.0, -0.1], [0.0, 0.0, 0.0], [-0.1, 0.0, 0.0], [0.4, 0.4, 0.0], [0.0, 0.0, 0.0], [-0.2, -0.1, -0.1], [0.0, 0.0, 0.0], [-0.2, -0.2, 0.3], [-0.1, 0.0, -0.2], [0.0, 0.1, 0.0], [0.0, 0.0, 0.0], [-0.1, -0.1, 0.0], [-0.1, 0.0, 0.1], [0.0, 0.0, 0.1], [0.1, 0.4, -0.1], [0.0, 0.0, 0.0], [-0.1, 0.0, -0.1], [0.1, 0.1, -0.2], [0.0, 0.0, 0.0], [-0.1, 0.0, 0.2], [0.0, 0.0, 0.0], [0.1, -0.1, -0.2], [0.0, 0.0, 0.0], [0.0, 0.0, 0.0], [-0.1, 0.0, 0.1], [0.0, -0.1, 0.0], [0.0, 0.0, 0.0], [0.4, -0.8, -0.1], [0.0, 0.1, 0.0], [0.0, 0.0, -0.1], [-0.1, 0.0, 0.0], [0.1, 0.0, 0.1], [-0.5, 0.0, -0.4], [-0.2, -0.1, 0.1], [0.0, 0.0, 0.1], [0.0, 0.1, 0.0], [0.0, 0.1, 0.0], [0.1, 0.0, -0.2], [0.0, 0.0, 0.0], [-0.1, 0.1, -0.1]], "charge": 1, "spin_multiplicity": 1, "homo_lumo_gap_ev": 5.99, "e_homo_ev": -9.54}



Record 2
{"formula": "C40H34NO3S", "method": "ωB97M-V with the def2-TZVPD basis set", "elements": ["C", "O", "C", "C", "C", "S", "C", "H", "C", "C", "C", "C", "H", "H", "H", "H", "C", "C", "H", "C", "C", "H", "H", "H", "C", "H", "C", "H", "H", "C", "C", "H", "C", "C", "H", "C", "C", "H", "C", "H", "H", "H", "C", "H", "H", "H", "H", "C", "C", "H", "C", "C", "C", "C", "C", "C", "H", "C", "H", "C", "N", "H", "C", "H", "C", "H", "C", "C", "H", "O", "H", "C", "H", "C", "H", "C", "H", "O", "H"], "positions_angstrom": [[0.672, 4.148, -0.965], [3.391, 3.177, -0.310], [4.794, -4.134, 0.663], [6.618, -0.275, -2.051], [-6.353, 2.108, -0.956], [1.242, -1.982, 2.421], [-2.760, -2.457, 4.113], [3.619, -5.952, 0.928], [2.729, 0.939, -0.778], [3.747, -2.113, 1.381], [6.484, 0.764, -1.118], [-0.373, -1.827, 1.112], [-1.307, 0.398, -2.188], [-5.566, 2.796, -0.636], [-0.354, 7.818, -1.917], [-0.919, -1.429, 3.947], [-1.356, -2.644, 2.165], [-0.070, 6.798, -1.634], [-3.800, -4.953, 2.145], [-3.640, -3.392, 3.598], [4.216, -0.586, -2.073], [7.352, 1.289, -0.724], [2.472, 5.041, -0.218], [-6.961, 2.602, -1.725], [-2.167, 0.227, -1.511], [-6.454, -0.872, -2.488], [5.487, -0.975, -2.504], [-2.947, -1.137, 1.455], [-7.491, 0.570, -2.664], [1.521, 5.240, -0.696], [0.094, 1.752, -0.490], [1.802, -4.746, 2.131], [-0.972, 5.740, -1.864], [5.217, 1.128, -0.681], [-1.973, 5.924, -2.283], [1.055, 2.752, -0.690], [-6.863, 0.001, -1.967], [-0.101, -2.379, 0.249], [-3.119, -0.682, 0.496], [3.808, -1.076, 1.694], [5.673, -4.657, 0.309], [-7.025, 1.905, -0.107], [-4.567, 0.362, -1.153], [1.877, 7.363, -0.840], [-0.934, 2.089, -0.330], [-2.973, -1.950, 5.038], [-3.515, 1.261, -2.860], [-4.386, -0.408, 0.013], [0.417, 0.378, -0.235], [5.081, 1.948, 0.013], [2.481, 2.380, -0.552], [-1.971, -0.354, -0.220], [-2.036, -3.799, 1.803], [-3.408, 0.647, -1.949], [-1.580, -2.149, 3.460], [-0.646, -0.598, 0.550], [7.609, -0.552, -2.422], [1.180, 6.544, -1.039], [-1.736, -4.311, 0.874], [-0.590, 4.431, -1.558], [-5.817, 0.881, -1.510], [3.319, -1.079, -2.463], [-3.203, -4.121, 2.496], [-0.677, -0.250, 1.528], [4.802, -2.732, 0.743], [5.581, -1.826, -3.188], [2.594, -2.820, 1.646], [1.697, 0.005, -0.628], [1.929, -1.053, -0.664], [1.026, -2.724, 3.645], [-5.241, -0.685, 0.619], [3.667, -4.862, 1.063], [-1.260, 3.600, -1.791], [4.065, 0.484, -1.159], [-7.502, -0.338, -1.134], [2.600, -4.210, 1.649], [-4.508, -3.682, 4.148], [1.589, -0.569, 2.526], [5.611, -2.148, 0.311]], "atomic_forces_ev_per_a": [[-0.7, 0.3, -0.3], [0.6, 0.8, 0.0], [-0.4, 0.4, -0.4], [0.2, -0.2, 0.0], [0.2, -0.2, 0.1], [0.4, 2.8, -1.0], [0.2, 0.0, 0.2], [0.3, 0.5, 0.3], [-0.7, 0.2, -0.1], [-0.3, 1.0, -0.6], [-0.3, -0.5, -0.4], [1.8, -8.5, 2.5], [-0.5, 0.0, 0.8], [-0.1, -0.2, -0.1], [0.1, -0.4, 0.2], [-0.3, 0.0, -0.5], [1.0, 1.4, -1.4], [-0.1, 0.0, 0.1], [0.0, -0.1, 0.0], [1.2, -0.5, -0.4], [0.3, 0.2, 0.2], [-0.1, -0.1, -0.2], [-0.1, 0.0, -0.1], [0.1, 0.1, 0.1], [1.4, -0.4, 0.2], [0.0, 0.2, 0.1], [-0.1, 0.3, 0.3], [-0.5, -0.1, 0.2], [-0.1, -0.2, 0.0], [0.1, 0.0, 0.1], [0.2, -0.4, 1.5], [-0.4, -0.2, -0.2], [0.5, -0.1, 0.2], [0.1, 0.0, 0.1], [0.6, 0.0, 0.1], [0.5, -0.9, 0.1], [0.1, 0.0, 0.1], [0.6, -2.5, -0.3], [0.4, 0.1, -0.6], [-0.2, 0.2, -0.6], [-0.1, 0.0, -0.3], [0.1, 0.1, 0.1], [1.7, -0.2, 0.3], [-0.3, -0.3, -0.1], [0.3, -0.1, -0.1], [-0.1, 0.0, 0.2], [0.0, -0.6, 0.5], [-0.4, 0.8, -0.3], [-0.5, -0.3, 0.1], [0.1, -0.1, -0.1], [-1.2, -1.4, -0.3], [-1.0, -0.7, 0.3], [-0.3, 0.8, -0.9], [-1.4, -0.2, 0.9], [-0.5, 1.1, -0.5], [0.0, 6.9, -2.9], [-0.3, 0.0, 0.1], [-1.0, -0.1, -0.4], [-0.4, 0.2, 0.5], [0.4, 0.2, 0.2], [-0.7, 0.4, -1.0], [0.4, 0.1, 0.1], [-0.2, -0.5, -0.1], [-1.1, 3.7, 1.7], [0.4, -1.1, 0.2], [0.1, 0.4, 0.2], [0.2, -0.6, 1.1], [0.1, 0.3, 0.9], [0.3, -0.2, 0.1], [-0.4, -0.3, -0.4], [-0.1, 0.1, -0.1], [0.5, -0.4, 0.2], [0.2, 0.3, 0.0], [0.1, -0.3, -0.5], [-0.1, -0.1, -0.1], [-0.2, 0.3, -0.8], [-0.6, 0.0, 0.1], [0.0, -0.8, 0.4], [0.1, -0.1, 0.4]], "charge": -1, "spin_multiplicity": 1, "homo_lumo_gap_ev": 5.71, "relative_energy_kj_mol": 175.21, "smiles": "CN(C)c1ccc([C@H](c2cc(-c3ccccc3)c([O-])c(-c3ccccc3)c2)[C@H](c2ccccc2)S(=O)(=O)c2ccccc2)cc1", "e_homo_ev": -3.36}



no.,E_tot (a.u.)
1,-8517.27294
2,-2223.19751